Here is a cluster of 3 separate species, C6H15ClINO7P in total from OMol25. Energies are from ωB97M-V/def2-TZVPD.

XYZ file:
```
32
Properties=species:S:1:pos:R:3:nbo_charge:R:1
O 3.70 2.08 2.23 -0.981
P 2.87 0.93 1.46 1.108
I 3.38 -0.96 2.83 0.008
N 1.12 1.41 2.16 -0.835
Cl 1.00 1.81 3.83 0.221
H 3.90 2.84 1.67 0.530
H 0.79 2.22 1.63 0.439
H 0.43 0.65 1.98 0.470
C -3.93 1.54 1.05 -0.258
O -2.57 1.23 1.42 -0.502
C -2.31 -0.06 1.54 0.990
O -3.06 -0.97 1.37 -0.590
O -1.01 -0.19 1.88 -0.576
C -0.55 -1.54 2.11 -0.256
H -3.97 2.62 0.99 0.209
H -4.17 1.10 0.09 0.204
H -4.61 1.17 1.81 0.208
H -0.67 -2.18 1.24 0.217
H -1.04 -1.99 2.97 0.221
H 0.50 -1.36 2.29 0.171
C -0.76 -0.79 -1.39 -0.258
O -0.08 -1.56 -2.37 -0.488
C 0.87 -0.88 -3.02 0.981
O 1.21 0.25 -2.77 -0.660
O 1.38 -1.67 -3.96 -0.480
C 2.41 -1.07 -4.75 -0.257
H -1.48 -1.46 -0.92 0.205
H -0.06 -0.40 -0.65 0.162
H -1.29 0.05 -1.85 0.199
H 3.25 -0.78 -4.13 0.191
H 2.03 -0.20 -5.28 0.198
H 2.71 -1.84 -5.46 0.208
```

Results
Net charge: +1
LUMO in Eh: -0.1596
Calculated total energy in Ha: -1918.06138